Entry 1:
The following is a DFT calculation (ωB97M-V/def2-TZVPD) of the molecule C2H2S4 at a distorted geometry.

Energy relative to the best compared isomer or geometry (same formula, charge and spin) (kJ/mol): 144.8
HOMO-LUMO gap (eV): 6.516
LUMO energy (eV): -2.19
Total charge: 0
Highest occupied orbital energy (eV): -8.70

Cartesian coordinates (Å):
S -0.39 -1.04 1.64
C -0.45 -0.18 0.16
S -1.94 0.03 -0.88
C 0.80 0.26 -0.58
S 0.58 1.17 -1.87
S 2.41 0.30 0.16
H -3.09 0.21 0.23
H 2.08 -0.75 1.13



Entry 2:
The following is a DFT calculation (ωB97M-V/def2-TZVPD) of the molecule C2H2S5 at a distorted geometry.

Energy relative to the best compared isomer or geometry (same formula, charge and spin) (kJ/mol): 36.2
HOMO-LUMO gap (eV): 7.958
LUMO energy (eV): -0.22
Total charge: 0
Highest occupied orbital energy (eV): -8.18

Cartesian coordinates (Å):
S -1.63 -0.45 1.50
C -0.52 0.39 0.42
C 0.17 -0.23 -0.60
S 0.31 -1.97 -0.81
S 1.18 0.83 -1.66
S 1.56 2.13 -0.18
S -0.27 2.14 0.75
H -1.06 -0.60 2.74
H 0.26 -2.25 -2.15



Entry 3:
The following is a DFT calculation (ωB97M-V/def2-TZVPD) of a cluster of 2 separate species, C2H2Si in total at a distorted geometry.

Energy relative to the best compared isomer or geometry (same formula, charge and spin) (kJ/mol): 324.1
HOMO-LUMO gap (alpha / beta) (eV): 7.440 / 7.484
LUMO energy (alpha / beta) (eV): -2.69 / -2.15
Total charge: 0
Highest occupied orbital energy (alpha / beta) (eV): -10.13 / -9.63

Cartesian coordinates (Å):
C 0.18 -0.63 2.59
C 0.19 -0.32 1.34
Si 0.05 0.04 -0.37
H 0.62 1.45 -2.51
H -1.04 -0.53 -1.05



Entry 4:
The following is a DFT calculation (ωB97M-V/def2-TZVPD) of a cluster of 14 separate species, C2H31O14 in total at a distorted geometry.

Energy relative to the best compared isomer or geometry (same formula, charge and spin) (kJ/mol): 95.1
HOMO-LUMO gap (eV): 7.532
LUMO energy (eV): 2.16
Total charge: -1
Highest occupied orbital energy (eV): -5.37

Cartesian coordinates (Å):
C -0.89 0.44 1.69
C 0.15 0.00 0.70
O 1.20 0.87 0.76
H -1.53 -0.42 1.88
H -1.53 1.32 1.28
H -0.42 0.74 2.61
H -0.11 0.02 -0.31
H 0.51 -0.99 1.08
O -0.03 2.40 -1.20
H 0.59 2.25 -1.90
H 0.29 1.92 -0.43
O -2.11 1.03 -2.60
H -1.50 1.42 -2.00
H -2.99 1.17 -2.20
O 2.26 -0.74 2.85
H 1.55 -0.19 2.47
H 1.84 -1.19 3.61
O -2.41 3.78 0.03
H -3.23 3.41 0.41
H -1.73 3.09 -0.04
O 0.16 -0.77 -3.01
H 0.27 0.20 -2.86
H 0.84 -0.99 -3.68
O 1.18 3.64 2.38
H 0.98 2.82 1.90
H 0.67 4.29 1.90
O -3.26 -1.17 0.04
H -2.95 -1.68 -0.73
H -2.69 -1.43 0.79
O 0.65 -2.54 -1.12
H 0.37 -3.21 -1.80
H 0.83 -1.81 -1.70
O 2.34 -3.18 1.22
H 2.32 -2.26 1.48
H 1.90 -3.15 0.40
O 2.89 0.07 -1.17
H 2.41 0.42 -0.39
H 2.57 -0.84 -1.31
O -1.33 -3.04 0.77
H -2.08 -3.52 0.48
H -0.77 -2.75 0.03
O -2.35 -2.20 -2.23
H -1.56 -1.69 -2.26
H -2.97 -1.96 -2.88
O 3.49 2.06 1.39
H 2.65 1.62 1.48
H 3.58 2.71 2.15



Entry 5:
The following is a DFT calculation (ωB97M-V/def2-TZVPD) of a cluster of 14 separate species, C2H32O13S in total at a distorted geometry.

Energy relative to the best compared isomer or geometry (same formula, charge and spin) (kJ/mol): 39.2
HOMO-LUMO gap (eV): 9.165
LUMO energy (eV): 0.02
Total charge: 0
Highest occupied orbital energy (eV): -9.14

Cartesian coordinates (Å):
C 2.83 -1.84 -0.21
C 3.36 -1.49 -1.59
S 2.72 0.02 -2.47
H 2.50 -0.94 0.33
H 3.59 -2.23 0.53
H 2.12 -2.67 -0.14
H 4.38 -1.15 -1.43
H 3.43 -2.35 -2.23
H 1.58 -0.35 -3.14
H 0.32 0.65 3.16
H -0.87 0.81 4.10
O -0.42 0.16 3.55
H 0.96 1.30 -0.35
H 0.29 0.36 0.73
O 0.18 0.74 -0.16
H -2.29 2.48 0.53
H -0.82 2.10 0.07
O -1.45 2.85 0.16
H -2.59 0.38 0.39
H -4.17 0.57 0.17
O -3.33 1.03 0.29
H 1.97 1.86 2.48
H 1.28 3.14 2.13
O 1.24 2.42 2.77
H -2.81 -3.31 1.81
H -1.85 -3.23 2.98
O -2.80 -3.13 2.76
H 0.67 -2.82 2.93
H -0.30 -2.55 1.83
O -0.13 -3.19 2.55
H -2.06 -3.07 -2.70
H -1.22 -3.80 -1.66
O -2.11 -3.45 -1.81
H -0.48 0.31 -4.47
H -0.84 -0.73 -3.41
O -0.21 -0.55 -4.12
H -1.76 -0.13 2.14
H -2.24 -1.62 1.97
O -2.01 -0.81 1.48
H 2.10 3.02 -0.34
H 3.22 2.07 -0.64
O 2.58 2.25 0.06
H 0.20 4.32 -0.80
H 0.33 3.28 -1.89
O 0.87 3.83 -1.30
H -2.58 2.39 -2.45
H -1.40 1.43 -1.93
O -1.97 1.68 -2.68



Entry 6:
The following is a DFT calculation (ωB97M-V/def2-TZVPD) of a cluster of 15 separate species, C2H33O15 in total at a distorted geometry.

Energy relative to the best compared isomer or geometry (same formula, charge and spin) (kJ/mol): 90.9
HOMO-LUMO gap (eV): 6.909
LUMO energy (eV): 1.46
Total charge: -1
Highest occupied orbital energy (eV): -5.45

Cartesian coordinates (Å):
C 0.74 -0.51 -0.11
C 0.03 0.84 0.05
O -1.34 0.54 0.27
H 0.33 -1.09 -0.94
H 0.72 -1.11 0.80
H 1.77 -0.22 -0.30
H 0.07 1.48 -0.83
H 0.48 1.36 0.88
O 1.15 -3.23 3.38
H 0.28 -2.93 3.10
H 1.71 -3.03 2.63
O -3.95 0.03 1.41
H -3.14 0.24 0.96
H -4.37 -0.63 0.86
O 3.79 -0.12 -1.47
H 4.68 -0.42 -1.30
H 3.80 0.16 -2.38
O -3.18 3.06 -1.68
H -2.59 2.58 -1.10
H -3.42 2.42 -2.35
O 3.68 2.07 0.60
H 3.00 2.70 0.84
H 3.27 1.53 -0.08
O -2.26 0.46 -2.55
H -2.80 -0.33 -2.60
H -1.93 0.46 -1.65
O -0.80 4.78 -1.92
H -0.92 3.86 -2.18
H -0.76 4.75 -0.96
O -2.02 2.67 2.29
H -2.31 2.05 2.96
H -1.79 2.12 1.54
O 2.35 -2.85 1.01
H 3.20 -3.02 1.41
H 2.52 -2.20 0.33
O -2.54 -2.48 -0.62
H -1.92 -3.21 -0.54
H -2.00 -1.70 -0.53
O -0.46 4.53 1.11
H 0.49 4.55 1.22
H -0.74 3.78 1.64
O -0.12 -3.70 -0.38
H 0.46 -3.91 -1.11
H 0.46 -3.33 0.29
O -1.05 -1.83 2.16
H -1.01 -1.22 1.42
H -1.83 -2.35 1.99
O 3.14 -2.76 -2.67
H 4.05 -2.99 -2.46
H 3.07 -1.83 -2.45



Entry 7:
The following is a DFT calculation (ωB97M-V/def2-TZVPD) of a cluster of 16 separate species, C2H35NO16 in total at a distorted geometry.

Energy relative to the best compared isomer or geometry (same formula, charge and spin) (kJ/mol): 106.4
HOMO-LUMO gap (eV): 10.336
LUMO energy (eV): -0.03
Total charge: 0
Highest occupied orbital energy (eV): -10.37

Cartesian coordinates (Å):
C -1.68 -1.11 -1.83
C -1.71 -0.45 -0.51
N -0.67 0.42 -0.21
O -2.42 -0.76 0.44
H -2.67 -1.31 -2.26
H -1.24 -2.15 -1.84
H -1.05 -0.72 -2.60
H -0.83 1.03 0.58
H 0.27 0.29 -0.54
H 2.62 -0.14 1.12
H 3.15 -0.42 -0.26
O 3.14 0.25 0.42
H -2.14 2.26 -0.87
H -2.36 3.65 -1.42
O -2.60 2.70 -1.58
H -1.52 -3.99 1.49
H -1.81 -3.35 2.78
O -1.01 -3.57 2.24
H -0.46 -0.66 2.10
H -0.30 -2.03 2.80
O -0.20 -1.08 2.94
H -2.51 -0.94 3.58
H -2.61 -1.26 2.07
O -3.03 -1.48 2.97
H 1.44 -1.94 -0.90
H 1.27 -1.24 -2.31
O 1.56 -1.09 -1.39
H 3.45 2.52 1.01
H 2.11 2.89 1.66
O 2.70 3.14 0.97
H 3.20 -1.81 3.01
H 1.64 -1.31 2.65
O 2.52 -1.61 2.38
H 1.13 0.46 -4.46
H 2.07 -0.75 -4.19
O 1.16 -0.51 -4.37
H -0.33 3.33 -1.06
H -0.09 4.86 -1.11
O -0.66 4.18 -0.75
H 1.03 2.24 -2.78
H -0.16 1.72 -3.33
O 0.68 2.04 -3.69
H 1.96 2.74 -0.63
H 1.90 1.22 -1.15
O 1.52 2.11 -1.24
H 1.89 -3.07 0.46
H 0.79 -3.15 1.43
O 0.93 -2.91 0.48
H 0.16 3.06 2.69
H -0.19 3.50 1.33
O 0.19 2.73 1.77
H -3.32 -2.90 -0.13
H -3.47 -2.41 1.28
O -3.42 -3.23 0.77



Entry 8:
The following is a DFT calculation (ωB97M-V/def2-TZVPD) of a cluster of 16 separate species, C2H35O16 in total at a distorted geometry.

Energy relative to the best compared isomer or geometry (same formula, charge and spin) (kJ/mol): 236.5
HOMO-LUMO gap (eV): 7.941
LUMO energy (eV): 2.04
Total charge: -1
Highest occupied orbital energy (eV): -5.90

Cartesian coordinates (Å):
C 1.20 0.50 0.23
C 0.52 -0.78 0.50
O -0.79 -0.92 -0.02
H 1.37 0.51 -0.87
H 2.18 0.42 0.76
H 0.55 1.36 0.44
H 0.31 -1.06 1.50
H 1.11 -1.53 -0.03
O -2.05 1.11 1.16
H -1.37 0.48 0.82
H -1.68 1.90 1.63
O -4.03 -1.42 -1.10
H -3.63 -0.72 -0.63
H -4.31 -2.02 -0.41
O 1.49 3.63 2.08
H 1.36 4.58 2.25
H 1.67 3.54 1.11
O -0.88 -0.86 3.46
H -0.31 -0.14 3.68
H -0.88 -1.08 2.55
O 2.55 -1.36 -2.29
H 2.37 -1.87 -1.51
H 3.46 -1.21 -2.25
O 0.97 -3.73 -1.88
H 1.18 -3.46 -2.79
H 0.24 -3.17 -1.76
O -0.36 -0.12 -2.67
H -0.68 0.78 -2.45
H -0.30 -0.56 -1.84
O 0.09 -4.14 0.99
H -0.23 -4.05 1.87
H 0.34 -3.32 0.57
O -2.65 -1.90 1.42
H -2.80 -1.29 2.16
H -1.87 -1.48 0.91
O -1.67 -2.83 -1.61
H -1.43 -2.13 -1.01
H -2.34 -2.56 -2.19
O -1.11 3.31 2.46
H -0.91 3.02 3.35
H -0.23 3.58 2.13
O 1.80 3.46 -0.62
H 1.29 2.66 -0.69
H 2.48 3.44 -1.25
O 2.76 0.55 -4.25
H 2.62 0.23 -3.36
H 3.11 -0.15 -4.81
O -0.94 2.16 -1.64
H -1.21 1.89 -0.79
H -1.54 2.89 -1.74
O 0.95 1.20 3.21
H 1.28 2.03 2.84
H 0.95 0.66 2.41



Entry 9:
The following is a DFT calculation (ωB97M-V/def2-TZVPD) of a structure of composition C2H3BaFO2P at a distorted geometry.

Energy relative to the best compared isomer or geometry (same formula, charge and spin) (kJ/mol): 0.0
Multiplicity: 2
HOMO-LUMO gap (alpha / beta) (eV): 6.585 / 6.240
LUMO energy (alpha / beta) (eV): -0.46 / -0.45
Total charge: 0
Highest occupied orbital energy (alpha / beta) (eV): -7.05 / -6.69

Cartesian coordinates (Å):
P -1.27 2.93 -1.33
F -0.62 3.97 0.21
O 0.69 0.04 -0.91
C 0.36 -1.24 -0.55
H 1.19 -1.97 -0.67
H -0.49 -1.66 -1.13
C -0.05 -1.33 0.89
O -0.14 -0.32 1.58
Ba 0.61 1.89 0.60
H -0.28 -2.32 1.32



Entry 10:
The following is a DFT calculation (ωB97M-V/def2-TZVPD) of a cluster of 2 separate species, C2H3Br in total at a distorted geometry.

Energy relative to the best compared isomer or geometry (same formula, charge and spin) (kJ/mol): 0.0
Multiplicity: 3
HOMO-LUMO gap (alpha / beta) (eV): 9.630 / 6.520
LUMO energy (alpha / beta) (eV): 1.18 / -3.82
Total charge: 0
Highest occupied orbital energy (alpha / beta) (eV): -8.45 / -10.34

Cartesian coordinates (Å):
C 1.03 0.18 0.10
C -0.06 -0.26 0.69
Br -2.71 -0.16 -1.41
H 1.65 0.52 0.90
H 1.12 0.25 -0.97
H -1.04 -0.54 0.69



Entry 11:
The following is a DFT calculation (ωB97M-V/def2-TZVPD) of a structure of composition C2H3Br2Cl3Si at a distorted geometry.

Energy relative to the best compared isomer or geometry (same formula, charge and spin) (kJ/mol): 98.3
HOMO-LUMO gap (eV): 10.102
LUMO energy (eV): 0.24
Total charge: 0
Highest occupied orbital energy (eV): -9.86

Cartesian coordinates (Å):
C -1.30 -0.07 1.69
C -2.11 0.39 0.73
Si 2.01 -0.41 -1.33
Cl 1.91 0.59 0.35
Cl 1.08 -2.18 -1.40
Cl 4.05 -0.48 -1.64
Br -1.59 0.60 -1.10
Br -3.77 1.33 1.09
H -0.33 -0.27 1.44
H -1.60 0.04 2.73
H 1.64 0.47 -2.57



Entry 12:
The following is a DFT calculation (ωB97M-V/def2-TZVPD) of a cluster of 2 separate species, C2H3Br2F in total at a distorted geometry.

Energy relative to the best compared isomer or geometry (same formula, charge and spin) (kJ/mol): 126.8
HOMO-LUMO gap (eV): 9.811
LUMO energy (eV): 0.39
Total charge: 0
Highest occupied orbital energy (eV): -9.42

Cartesian coordinates (Å):
C -0.52 0.29 -0.27
C -1.59 0.19 0.62
F -1.83 1.08 1.57
Br -3.06 -0.86 0.11
H -0.44 -0.62 -0.96
H 0.29 0.85 0.01
Br -2.35 1.91 -2.14
H -2.38 1.98 -0.57



Entry 13:
The following is a DFT calculation (ωB97M-V/def2-TZVPD) of the molecule C2H3Br2NOSi at a distorted geometry.

Energy relative to the best compared isomer or geometry (same formula, charge and spin) (kJ/mol): 0.0
HOMO-LUMO gap (eV): 10.257
LUMO energy (eV): -0.08
Total charge: 0
Highest occupied orbital energy (eV): -10.33

Cartesian coordinates (Å):
C -0.19 -0.06 0.00
Si -1.98 -0.45 0.48
Br -3.44 -0.83 -1.09
Br -2.25 -1.84 2.15
O -2.59 1.32 1.10
C -1.96 2.19 1.74
N -1.40 3.01 2.29
H 0.06 0.94 0.35
H 0.51 -0.75 0.45
H -0.05 -0.08 -1.07



Entry 14:
The following is a DFT calculation (ωB97M-V/def2-TZVPD) of a structure of composition C2H3Br3S at a distorted geometry.

Energy relative to the best compared isomer or geometry (same formula, charge and spin) (kJ/mol): 30.4
HOMO-LUMO gap (eV): 9.314
LUMO energy (eV): -0.14
Total charge: 0
Highest occupied orbital energy (eV): -9.45

Cartesian coordinates (Å):
C 0.51 -0.43 0.41
C 0.19 0.79 -0.36
S -0.99 -1.61 0.79
Br 1.68 2.00 -0.38
Br -1.39 1.75 0.50
Br -0.42 0.54 -2.19
H 1.39 -1.08 0.06
H 0.65 -0.25 1.51
H -1.64 -1.70 -0.34



Entry 15:
The following is a DFT calculation (ωB97M-V/def2-TZVPD) of a structure of composition C2H3BrCl2O at a distorted geometry.

Energy relative to the best compared isomer or geometry (same formula, charge and spin) (kJ/mol): 128.2
HOMO-LUMO gap (eV): 10.449
LUMO energy (eV): 0.50
Total charge: 0
Highest occupied orbital energy (eV): -9.95

Cartesian coordinates (Å):
C -0.78 -0.07 0.47
C 0.56 1.10 -0.31
O 0.83 0.64 -1.59
Cl 1.93 0.65 0.78
Cl 0.20 2.79 -0.03
Br -2.67 0.21 0.16
H -0.76 0.03 1.56
H -0.31 -0.89 0.04
H -0.01 0.34 -2.04



Entry 16:
The following is a DFT calculation (ωB97M-V/def2-TZVPD) of the molecule C2H3BrClNO at a distorted geometry.

Energy relative to the best compared isomer or geometry (same formula, charge and spin) (kJ/mol): 284.0
HOMO-LUMO gap (eV): 8.862
LUMO energy (eV): -0.39
Total charge: 0
Highest occupied orbital energy (eV): -9.25

Cartesian coordinates (Å):
C -0.61 0.06 -1.15
C -0.49 0.02 0.31
O -1.31 0.08 1.17
N 1.18 -0.33 0.79
Cl 0.89 -1.29 2.25
Br 2.34 1.14 1.06
H 0.24 0.63 -1.47
H -1.52 0.69 -1.32
H -0.71 -1.00 -1.63



Entry 17:
The following is a DFT calculation (ωB97M-V/def2-TZVPD) of a cluster of 2 separate species, C2H3BrFI in total at a distorted geometry.

Energy relative to the best compared isomer or geometry (same formula, charge and spin) (kJ/mol): 241.9
HOMO-LUMO gap (alpha / beta) (eV): 5.719 / 5.719
LUMO energy (alpha / beta) (eV): -3.07 / -3.07
Total charge: 0
Highest occupied orbital energy (alpha / beta) (eV): -8.79 / -8.79

Cartesian coordinates (Å):
C -0.24 -0.43 0.65
C -0.27 0.24 -0.63
F -0.82 -0.40 -1.66
Br 2.89 0.80 -1.26
I -1.70 0.38 1.95
H -0.57 -1.42 0.68
H 0.73 -0.43 1.07
H -0.01 1.26 -0.79